Formula: C4H10OS2
Source: OMol25
Level of theory: wB97M-V/def2-TZVPD

Each line ends with the natural charge from an NBO analysis.
Element x y z (Å)
1 C -0.5435 -0.2609 -1.1705  -0.613
2 C -1.3353 -1.4920 -0.7419  -0.412
3 C -1.3733 -1.7084 0.7695  -0.508
4 C 2.3421 2.2488 0.3339  0.028
5 H -0.4856 -0.1939 -2.2616  0.220
6 H 0.4819 -0.2964 -0.7827  0.204
7 H -1.0115 0.6601 -0.8093  0.217
8 H -2.3625 -1.4253 -1.1195  0.205
9 H -0.8872 -2.3868 -1.1935  0.202
10 H -1.8963 -2.6426 1.0025  0.223
11 H -0.3601 -1.8030 1.1733  0.210
12 H -1.3902 0.5575 1.5572  0.121
13 H 4.1374 2.6590 0.7848  0.485
14 H 2.0712 2.9352 1.1403  0.163
15 O 3.6564 2.1109 0.1502  -0.644
16 S -2.2755 -0.4399 1.7139  -0.056
17 S 1.2320 1.4778 -0.5466  -0.047

Computed properties:
E_LUMO (eV): 0.37
E_HOMO (eV): -8.890
Calculated total energy (eV): -28026.6102



Formula: C71H66F11I2NO2P
Source: OMol25
Level of theory: wB97M-V/def2-TZVPD

Each line ends with the Mulliken charge.
Element x y z (Å)
1 C 1.4463 5.0689 -1.8354  -0.919
2 C 2.7002 4.0762 -1.4653  -0.347
3 C 2.1379 2.5135 -1.2689  -0.671
4 I 1.6610 1.5265 -3.1864  0.095
5 C 3.2655 1.7273 -0.3715  0.832
6 C 4.7648 1.5459 -1.0101  -0.425
7 O 5.0302 2.0609 -2.3932  -0.479
8 C 5.9437 0.8111 -0.1176  -0.193
9 C 7.4152 0.7206 -0.9083  -1.149
10 C 8.2231 2.1500 -0.8491  0.456
11 C 8.5133 2.7191 -2.3905  -1.002
12 F 7.3703 3.2111 -0.2065  -0.347
13 C 5.7162 0.2262 1.4371  0.726
14 P 7.3335 -0.4828 2.1490  0.032
15 O 7.1146 -2.1221 2.8141  -0.425
16 I 8.0260 1.1006 3.9892  -0.026
17 C 4.2456 0.3693 2.0380  0.384
18 C 3.9111 -0.2155 3.5001  0.280
19 C 4.7698 -1.0339 4.5756  -0.627
20 C 4.3710 -2.6496 4.3728  -0.126
21 F 3.0081 -2.9744 4.8534  -0.327
22 C 2.3265 0.0361 3.9971  -0.735
23 N 1.2777 0.7541 3.1789  0.204
24 C 1.5529 1.2846 1.7958  -0.714
25 C 3.0482 1.1245 1.1458  0.518
26 H 1.0790 4.7589 -2.9125  0.219
27 H 0.6301 4.9199 -0.9950  0.249
28 H 1.8361 6.1867 -1.8002  0.345
29 H 3.3434 4.4115 -0.5434  0.389
30 H 3.4372 4.1194 -2.4010  0.245
31 H 1.0911 2.6494 -0.7225  0.268
32 H 4.8028 1.2534 -2.9685  0.338
33 H 7.1282 0.5611 -2.0568  0.332
34 H 8.0438 -0.2191 -0.6161  0.429
35 H 9.2554 2.1123 -0.2990  0.320
36 H 7.6669 2.3693 -3.1536  0.197
37 H 9.5223 2.2754 -2.8482  0.317
38 H 8.4964 3.9059 -2.4385  0.302
39 H 7.2532 -2.8000 2.0786  0.288
40 H 5.9030 -0.8508 4.6802  0.200
41 H 4.3298 -0.7963 5.6636  0.358
42 H 5.1715 -3.3687 4.8503  0.318
43 H 4.3516 -2.7925 3.1878  0.169
44 H 1.9452 -0.3468 5.0631  0.296
45 H 0.3038 0.9000 3.5793  0.267
46 H 0.6484 1.7991 1.2303  0.128
47 F 0.2474 -0.1348 -0.3146  -0.215
48 C 0.4232 -1.4046 -0.7037  0.428
49 C 0.2845 -1.7339 -2.0475  -0.264
50 C 0.4724 -3.0549 -2.4538  -0.619
51 C 0.7866 -4.0349 -1.5090  -0.595
52 C 0.9187 -3.6954 -0.1618  -0.579
53 C 0.7417 -2.3724 0.2425  -0.327
54 H 0.0318 -0.9608 -2.7659  0.410
55 H 0.3739 -3.3212 -3.5033  0.481
56 H 0.9287 -5.0660 -1.8258  0.411
57 H 1.1593 -4.4606 0.5724  0.409
58 H 0.8494 -2.0893 1.2843  0.464
59 F 0.2917 0.2322 -5.5219  -0.262
60 C -0.9462 0.3928 -6.0080  0.353
61 C -1.8162 1.2807 -5.3848  -0.227
62 C -3.1035 1.4521 -5.8936  -0.475
63 C -3.5105 0.7246 -7.0148  -0.424
64 C -2.6317 -0.1679 -7.6303  -0.704
65 C -1.3409 -0.3307 -7.1279  -0.531
66 H -1.4852 1.8309 -4.5100  0.336
67 H -3.7887 2.1496 -5.4183  0.408
68 H -4.5162 0.8553 -7.4086  0.743
69 H -2.9521 -0.7361 -8.5003  0.399
70 H -0.6419 -1.0136 -7.5993  0.432
71 F -1.0837 2.3029 4.4371  -0.364
72 C -0.7313 3.5128 4.8918  0.450
73 C -1.7149 4.4646 5.1373  -0.442
74 C -1.3488 5.7227 5.6156  -0.502
75 C -0.0009 6.0187 5.8330  -0.422
76 C 0.9793 5.0582 5.5788  -0.660
77 C 0.6120 3.7967 5.1112  -0.067
78 H -2.7560 4.2195 4.9546  0.432
79 H -2.1108 6.4713 5.8181  0.365
80 H 0.2845 7.0016 6.2019  0.435
81 H 2.0281 5.2923 5.7449  0.371
82 H 1.3601 3.0354 4.9169  0.392
83 F -6.2920 1.5189 -7.2638  -0.268
84 C -6.8938 2.6965 -7.0501  0.358
85 C -6.8833 3.6619 -8.0509  -0.407
86 C -7.5142 4.8862 -7.8306  -0.518
87 C -8.1399 5.1357 -6.6067  -0.446
88 C -8.1407 4.1622 -5.6066  -0.647
89 C -7.5194 2.9340 -5.8312  0.211
90 H -6.3851 3.4533 -8.9920  0.413
91 H -7.5183 5.6447 -8.6095  0.370
92 H -8.6280 6.0925 -6.4337  0.367
93 H -8.6247 4.3603 -4.6533  0.391
94 H -7.5182 2.1627 -5.0682  0.172
95 F -8.2277 1.0219 -3.4014  -0.300
96 C -7.5969 -0.1597 -3.4260  0.572
97 C -7.8535 -1.0931 -2.4278  -0.731
98 C -7.2008 -2.3255 -2.4558  0.111
99 C -6.2897 -2.6067 -3.4769  -0.764
100 C -6.0351 -1.6612 -4.4715  -0.532
101 C -6.6963 -0.4334 -4.4493  -0.285
102 H -8.5581 -0.8539 -1.6380  0.420
103 H -7.4003 -3.0651 -1.6844  0.280
104 H -5.7775 -3.5663 -3.4959  0.466
105 H -5.3225 -1.8807 -5.2629  0.718
106 H -6.5171 0.3095 -5.2195  0.112
107 F -3.8684 -2.8957 -5.7914  -0.233
108 C -3.4220 -4.1335 -5.5399  0.079
109 C -3.3216 -5.0494 -6.5813  -0.469
110 C -2.8520 -6.3368 -6.3208  -0.435
111 C -2.4981 -6.6974 -5.0183  -0.551
112 C -2.6073 -5.7725 -3.9788  -0.647
113 C -3.0662 -4.4820 -4.2417  -0.068
114 H -3.6089 -4.7539 -7.5851  0.419
115 H -2.7624 -7.0578 -7.1295  0.381
116 H -2.1361 -7.7030 -4.8148  0.377
117 H -2.3351 -6.0567 -2.9652  0.418
118 H -3.1488 -3.7478 -3.4472  0.665
119 F -2.8113 6.5991 8.3941  -0.355
120 C -2.0996 5.8110 9.2108  0.259
121 C -0.7989 6.1704 9.5464  -0.138
122 C -0.0592 5.3528 10.4008  -0.441
123 C -0.6255 4.1781 10.9020  -0.432
124 C -1.9301 3.8234 10.5553  -0.398
125 C -2.6732 4.6469 9.7099  -0.431
126 H -0.3728 7.0822 9.1408  0.410
127 H 0.9558 5.6289 10.6754  0.367
128 H -0.0467 3.5384 11.5648  0.377
129 H -2.3673 2.9066 10.9433  0.372
130 H -3.6917 4.3910 9.4373  0.417
131 F -6.8103 -4.0321 0.1132  -0.286
132 C -7.4772 -5.1134 0.5383  0.552
133 C -7.1220 -5.7056 1.7453  -0.453
134 C -7.8194 -6.8283 2.1909  -0.416
135 C -8.8582 -7.3534 1.4183  -0.476
136 C -9.2039 -6.7549 0.2058  -0.448
137 C -8.5137 -5.6256 -0.2340  -0.363
138 H -6.3069 -5.2887 2.3279  0.392
139 H -7.5546 -7.2940 3.1369  0.352
140 H -9.3990 -8.2318 1.7640  0.356
141 H -10.0101 -7.1678 -0.3958  0.346
142 H -8.7751 -5.1425 -1.1696  0.412
143 F 11.9954 -4.8508 2.3340  -0.305
144 C 11.6597 -3.9794 3.2946  0.256
145 C 10.5453 -3.1659 3.1213  -0.372
146 C 10.1924 -2.2621 4.1234  0.347
147 C 10.9650 -2.1742 5.2841  -0.608
148 C 12.0847 -2.9916 5.4464  -0.336
149 C 12.4307 -3.9030 4.4491  -0.425
150 H 9.9620 -3.2423 2.2095  0.359
151 H 9.3185 -1.6271 4.0010  -0.071
152 H 10.6920 -1.4660 6.0634  0.373
153 H 12.6869 -2.9185 6.3488  0.369
154 H 13.2926 -4.5521 4.5628  0.411

Computed properties:
E_LUMO (eV): -4.50
E_HOMO (eV): -10.203
Calculated total energy (eV): -135643.8848
Total charge: +1



Formula: C8H8N2O
Source: OMol25
Level of theory: wB97M-V/def2-TZVPD

Each line ends with the natural charge from an NBO analysis.
Element x y z (Å)
1 O -1.9992 1.4592 -3.5603  -0.569
2 N -1.7493 1.3857 -1.3088  -0.580
3 C -1.7336 0.7962 -2.5432  0.641
4 C -1.2135 0.7715 -0.2848  0.437
5 C -1.2320 1.4420 1.0096  -0.234
6 C -0.6526 0.8362 2.0845  -0.151
7 C 0.0387 -0.4439 1.9258  -0.302
8 C 0.0512 -1.0912 0.7318  0.045
9 N -0.5275 -0.4741 -0.4073  -0.386
10 C -1.3843 -0.6573 -2.6735  -0.518
11 C -0.2280 -1.0309 -1.7474  -0.199
12 H -1.6585 2.4401 1.0056  0.247
13 H -0.7475 1.3380 3.0441  0.225
14 H 0.4924 -0.8708 2.8056  0.227
15 H 0.5535 -2.0636 0.6813  0.224
16 H -2.2708 -1.2628 -2.4136  0.228
17 H -1.0963 -0.8404 -3.7050  0.246
18 H -0.0772 -2.1146 -1.7175  0.216
19 H 0.6667 -0.5513 -2.1090  0.203

Computed properties:
E_LUMO (eV): 0.00
E_HOMO (eV): -8.393
Calculated total energy (eV): -13452.9855